Entry 1:
ORCA calculation (ωB97M-V/def2-TZVPD) on an isolated ion of composition C3H8N3O and charge +1 at a distorted geometry.

Geometry as ORCA input:
```
! RIJCOSX wB97M-V def2-TZVPD def2/J DEFGRID3
* xyz 1 1
C -1.969 -0.063 0.026
C -1.586 1.151 -0.678
C 0.145 -1.145 -0.521
N -1.145 -1.087 0.203
N 0.796 0.109 -0.587
N 1.342 0.544 0.676
O -3.114 0.112 0.416
H -1.809 1.225 -1.732
H -1.480 2.077 -0.136
H 0.751 -1.924 -0.031
H -0.030 -1.433 -1.560
H -1.528 -1.948 0.578
H 0.851 0.182 1.517
H 1.313 1.577 0.682
H 2.343 0.273 0.734
*
```

Results
Relative energy (zero: lowest compared OMol25 entry of this formula, charge and spin) in kcal/mol: 116.0
Strongest force on any atom in eV/Å: 2.39
Molecular weight in g mol⁻¹: 102.117

Entry 2:
ORCA calculation (ωB97M-V/def2-TZVPD) on an isolated ion of composition C3H8N3O and charge +1 at a distorted geometry.

Geometry as ORCA input:
```
! RIJCOSX wB97M-V def2-TZVPD def2/J DEFGRID3
* xyz 1 1
N -1.759 -1.556 0.112
C -0.742 -0.736 0.050
N 0.482 -1.118 -0.167
C 1.465 -0.117 0.027
C 0.579 1.162 0.108
N -0.805 0.633 0.059
O -1.934 1.418 -0.138
H -1.591 -2.518 -0.054
H -2.700 -1.247 0.499
H 0.648 -2.140 -0.144
H 2.369 -0.056 -0.623
H 2.045 -0.254 0.996
H 0.581 1.782 1.041
H 0.910 1.862 -0.653
H -2.138 1.693 -1.081
*
```

Results
SMILES: [NH2+]=C1NCCN1O
Relative energy (zero: lowest compared OMol25 entry of this formula, charge and spin) in kcal/mol: 51.9
Strongest force on any atom in eV/Å: 3.73
Molecular weight in g mol⁻¹: 102.117

Entry 3:
ORCA calculation (ωB97M-V/def2-TZVPD) on an isolated ion of composition C3H8N3O and charge +1 at a distorted geometry.

Geometry as ORCA input:
```
! RIJCOSX wB97M-V def2-TZVPD def2/J DEFGRID3
* xyz 1 3
C 1.548 -1.965 -0.184
C -0.732 0.868 -0.199
C -1.441 0.966 1.115
N 2.327 -1.380 -0.952
N 0.286 -1.397 0.068
N -0.503 1.909 -0.969
O -0.161 -0.281 -0.652
H 1.563 -2.895 0.345
H -2.044 1.915 1.250
H -0.660 0.936 1.870
H -2.076 0.165 1.198
H 3.234 -1.648 -1.154
H -0.376 -1.734 0.874
H 0.084 1.747 -1.711
H -1.048 2.794 -0.899
*
```

Results
Relative energy (zero: lowest compared OMol25 entry of this formula, charge and spin) in kcal/mol: 67.1
Strongest force on any atom in eV/Å: 4.28
Molecular weight in g mol⁻¹: 102.117

Entry 4:
ORCA calculation (ωB97M-V/def2-TZVPD) on a 2-piece molecular cluster, C3H8N3O2 overall at a distorted geometry.

Geometry as ORCA input:
```
! RIJCOSX wB97M-V def2-TZVPD def2/J DEFGRID3
* xyz 0 2
N 0.761 -2.058 -0.020
C 0.922 -0.766 -0.589
O 1.782 -0.026 -0.030
O 0.132 -0.458 -1.502
H 0.479 -2.758 -0.691
H 1.583 -2.329 0.502
C -0.948 1.575 0.278
C -1.001 0.429 1.058
N -1.975 -0.513 1.013
N 0.187 2.128 -0.083
H -1.877 2.015 -0.073
H -0.152 0.089 1.639
H -1.574 -1.373 0.617
H -2.771 -0.229 0.448
H 0.068 2.769 -0.855
H 0.961 1.405 -0.211
*
```

Results
Relative energy (zero: lowest compared OMol25 entry of this formula, charge and spin) in kcal/mol: 0.0
Strongest force on any atom in eV/Å: 1.15
Molecular weight in g mol⁻¹: 118.116

Entry 5:
ORCA calculation (ωB97M-V/def2-TZVPD) on an isolated ion of composition C3H8N3O2 and charge +1 at a distorted geometry.

Geometry as ORCA input:
```
! RIJCOSX wB97M-V def2-TZVPD def2/J DEFGRID3
* xyz 1 1
C 1.127 0.449 -0.367
C -1.284 -0.801 -0.556
C -1.453 -0.661 0.894
N -0.075 0.978 -0.881
N 1.044 -0.759 -0.073
N 2.088 1.307 -0.063
O -0.945 0.073 -1.473
O -1.742 -1.903 -1.062
H -1.809 -1.598 1.378
H -2.171 0.096 1.216
H -0.501 -0.203 1.277
H -0.096 1.911 -1.335
H 1.774 -1.235 0.354
H 1.871 2.258 -0.246
H 2.741 1.060 0.717
H -1.659 -2.040 -1.964
*
```

Results
Relative energy (zero: lowest compared OMol25 entry of this formula, charge and spin) in kcal/mol: 60.4
Strongest force on any atom in eV/Å: 3.93
Molecular weight in g mol⁻¹: 118.116

Entry 6:
ORCA calculation (ωB97M-V/def2-TZVPD) on a 2-piece molecular cluster, C3H8N3OS overall at a distorted geometry.

Geometry as ORCA input:
```
! RIJCOSX wB97M-V def2-TZVPD def2/J DEFGRID3
* xyz 1 1
C -1.436 -0.164 0.053
C 1.314 0.920 -0.006
C 0.877 -0.323 0.676
N -2.119 -1.204 -0.314
N 2.344 0.814 -0.852
N -1.769 1.076 0.111
O 0.734 1.967 0.235
S 1.406 -1.884 0.199
H 0.552 -0.194 1.697
H -1.695 -2.119 -0.344
H -3.078 -1.145 -0.645
H 2.837 -0.049 -1.014
H 2.701 1.656 -1.274
H -1.010 1.752 0.309
H -2.686 1.441 -0.132
H 1.028 -2.544 1.302
*
```

Results
Relative energy (zero: lowest compared OMol25 entry of this formula, charge and spin) in kcal/mol: 10.9
Strongest force on any atom in eV/Å: 3.28
Molecular weight in g mol⁻¹: 134.184

Entry 7:
ORCA calculation (ωB97M-V/def2-TZVPD) on an isolated ion of composition C3H8N3S and charge +1 at a distorted geometry.

Geometry as ORCA input:
```
! RIJCOSX wB97M-V def2-TZVPD def2/J DEFGRID3
* xyz 1 1
H -3.571 1.213 -0.402
N -2.562 1.477 -0.104
C -1.764 0.556 0.129
N -0.256 0.799 0.026
N 0.563 -0.214 0.344
C 1.940 0.129 0.014
C -0.124 -1.355 -0.330
S -1.919 -1.120 0.248
H 0.174 1.695 0.490
H 0.444 -0.489 1.364
H 2.159 0.388 -1.083
H 2.287 1.060 0.518
H 2.714 -0.626 0.381
H -0.214 -1.115 -1.468
H 0.131 -2.398 -0.126
*
```

Results
SMILES: [H]/N=C1/N[N@H+](C)CS1
Relative energy (zero: lowest compared OMol25 entry of this formula, charge and spin) in kcal/mol: 67.2
Strongest force on any atom in eV/Å: 6.52
Molecular weight in g mol⁻¹: 118.185

Entry 8:
ORCA calculation (ωB97M-V/def2-TZVPD) on an isolated ion of composition C3H8N3S and charge +1 at a distorted geometry.

Geometry as ORCA input:
```
! RIJCOSX wB97M-V def2-TZVPD def2/J DEFGRID3
* xyz 1 1
C 0.135 -0.037 0.744
C -0.310 1.150 -0.013
C 0.965 -0.964 -0.269
N -1.028 -0.908 1.116
N -1.591 1.225 -0.375
N 1.029 -0.402 -1.383
S 0.662 2.446 -0.514
H 0.777 0.239 1.590
H 1.385 -2.033 0.090
H -1.126 -1.193 2.106
H -1.986 0.314 -0.413
H -2.022 1.943 -0.926
H 1.470 -0.755 -2.168
H -0.884 -1.772 0.595
H 2.025 2.190 0.068
*
```

Results
Relative energy (zero: lowest compared OMol25 entry of this formula, charge and spin) in kcal/mol: 35.9
Strongest force on any atom in eV/Å: 3.55
Molecular weight in g mol⁻¹: 118.185

Entry 9:
ORCA calculation (ωB97M-V/def2-TZVPD) on a 2-piece molecular cluster, C3H8N3S overall at a distorted geometry.

Geometry as ORCA input:
```
! RIJCOSX wB97M-V def2-TZVPD def2/J DEFGRID3
* xyz 1 1
C -0.363 0.292 -1.241
C 0.386 -0.745 -1.801
C -0.151 -0.463 2.270
N -1.490 0.734 -0.814
N 0.980 0.880 0.871
N 0.339 0.688 1.950
S 0.480 -1.548 -3.397
H 0.399 0.906 0.006
H 1.329 -0.934 -1.260
H -0.770 -0.485 3.160
H -2.267 0.165 -1.130
H 0.055 -1.331 1.719
H 1.569 1.737 0.896
H 0.250 1.515 2.503
H -0.747 -1.409 -3.732
*
```

Results
Relative energy (zero: lowest compared OMol25 entry of this formula, charge and spin) in kcal/mol: 122.9
Strongest force on any atom in eV/Å: 5.93
Molecular weight in g mol⁻¹: 118.185

Entry 10:
ORCA calculation (ωB97M-V/def2-TZVPD) on C3H8N3S as an isolated structure at a distorted geometry.

Geometry as ORCA input:
```
! RIJCOSX wB97M-V def2-TZVPD def2/J DEFGRID3
* xyz 1 3
C -1.099 -0.192 0.031
C -1.130 1.325 0.319
C 2.293 -0.369 -0.881
N -0.048 -0.799 -0.331
N -2.175 -0.874 0.438
N 1.105 -0.134 -0.072
S 0.560 2.029 0.289
H -1.931 1.735 -0.270
H -1.354 1.315 1.403
H 2.114 -0.029 -1.859
H 3.269 -0.012 -0.421
H 2.292 -1.535 -0.922
H -2.836 -0.279 0.894
H -2.322 -1.902 0.491
H 1.262 -0.279 0.891
*
```

Results
Relative energy (zero: lowest compared OMol25 entry of this formula, charge and spin) in kcal/mol: 7.8
Strongest force on any atom in eV/Å: 3.47
Molecular weight in g mol⁻¹: 118.185